ORCA calculation (wB97M-V/def2-TZVPD) on an isolated ion of composition C7H9N2S and charge +1 at a distorted geometry.

```
! wB97M-V def2-TZVPD RIJCOSX def2/J DEFGRID3
* xyz 1 1
C -0.3477 1.3321 0.3332
C -1.0367 0.1064 0.2453
C 1.2208 -0.1861 -0.1820
C 2.0825 1.8192 0.0415
C 3.2312 1.0804 0.1242
C -2.5699 -0.0830 0.3945
C -0.6669 -2.2092 -0.5858
N 0.9635 1.0784 0.0703
N -0.2833 -0.9353 -0.0515
S 2.8950 -0.6092 -0.1950
H -0.7529 2.3141 0.5649
H 2.0152 2.9218 0.0422
H 4.1772 1.4530 0.2920
H -2.7151 -1.0589 0.7861
H -2.9011 0.8187 0.9012
H -2.9458 -0.1894 -0.6370
H -1.7904 -2.2574 -0.6860
H -0.0105 -2.4039 -1.5310
H -0.5653 -2.9917 0.0729
*
```

Properties
lowest unoccupied orbital energy = -3.73 eV
energy above the lowest of the compared OMol25 structures with the same formula, charge and spin = 44.5 kcal per mole
molecular weight = 153.23 Da
gap between HOMO and LUMO = 8.8 eV

These are the natural (NBO) partial charges, in e, on atoms 1 to 5: -0.161, 0.257, 0.176, -0.029, -0.349

ORCA calculation (wB97M-V/def2-TZVPD) on a 2-piece molecular cluster, C7H9N3O overall at a distorted geometry.

```
! wB97M-V def2-TZVPD RIJCOSX def2/J DEFGRID3
* xyz 0 1
N -0.2217 -3.0431 -0.8951
C 0.3959 -2.2341 -0.3994
C 1.0848 -1.1171 0.0824
C 2.0065 -0.3043 -0.5302
C 2.2546 0.8456 0.4010
C 1.3953 0.4860 1.5730
N 0.7662 -0.6209 1.4045
H 2.7368 -0.5748 -1.3608
H 2.1388 1.8049 -0.0415
H 3.3977 0.6737 0.5279
H 1.4230 1.0722 2.3893
C -1.6167 1.4347 0.2241
C -1.8034 0.4239 -0.5306
N -2.5279 -0.6299 -0.0901
O -1.5514 0.5028 -1.8963
H -1.1497 2.3737 -0.1254
H -1.8160 1.6502 1.2901
H -2.7514 -0.8718 0.8193
H -2.3112 -1.5338 -0.5938
H -1.8503 -0.3379 -2.2483
*
```

Properties
lowest unoccupied orbital energy = -0.03 eV
energy above the lowest of the compared OMol25 structures with the same formula, charge and spin = 69.9 kcal per mole
SMILES = N#CC1=CCC=N1.C=C(N)O
molecular weight = 151.17 Da
gap between HOMO and LUMO = 8.0 eV

These are the natural (NBO) partial charges, in e, on atoms 1 to 5: -0.316, 0.281, -0.054, -0.094, -0.543

ORCA calculation (wB97M-V/def2-TZVPD) on one molecule with the formula C7H9NO at a distorted geometry.

```
! wB97M-V def2-TZVPD RIJCOSX def2/J DEFGRID3
* xyz 0 1
C -0.0775 2.2880 -0.1903
C -1.6556 -0.5199 0.5674
C -0.5345 -1.2524 0.8043
C 0.1208 0.8428 -0.5050
C 0.7417 -0.0718 0.8750
C -0.2867 -2.5523 0.5957
C 0.1300 0.3060 -1.7190
N 1.9792 -0.4855 0.8526
O -2.6341 0.0885 0.6463
H 2.1352 -1.2026 0.1437
H 0.5176 0.6024 1.7052
H 0.8185 2.6920 0.2869
H -0.9028 2.4277 0.5133
H -0.3023 2.8640 -1.0902
H -0.9921 -3.2223 0.1246
H 0.6832 -2.9471 0.8653
H 0.2733 -0.7609 -1.8635
H -0.0139 0.9035 -2.6121
*
```

Properties
lowest unoccupied orbital energy (alpha / beta) = -1.12 / -1.13 eV
energy above the lowest of the compared OMol25 structures with the same formula, charge and spin = 141.6 kcal per mole
molecular weight = 123.15 Da
gap between HOMO and LUMO (alpha / beta) = 6.2 / 6.2 eV

These are the natural (NBO) partial charges, in e, on atoms 1 to 5: -0.669, 0.847, -0.325, -0.023, 0.042

ORCA calculation (wB97M-V/def2-TZVPD) on one molecule with the formula C7H9NO at a distorted geometry.

```
! wB97M-V def2-TZVPD RIJCOSX def2/J DEFGRID3
* xyz 0 1
C 2.3423 -1.2302 -0.0512
C 1.2708 -0.3998 0.0335
C 1.3086 1.0693 -0.2566
C 0.1646 1.7388 -0.1416
C -1.0573 0.9898 0.2730
N -0.6882 0.1046 1.4264
C -0.1609 -0.8598 0.4104
C -1.1534 -0.3114 -0.6048
O -2.3516 -0.9983 -0.4409
H 3.3316 -0.7975 -0.1896
H 2.2157 -2.3175 0.1035
H 2.2844 1.4714 -0.5342
H 0.1442 2.7920 -0.3758
H -1.9663 1.6089 0.3741
H -1.5628 -0.2590 1.7991
H -0.2573 -1.9188 0.7401
H -0.8320 -0.1764 -1.6488
H -3.0324 -0.5061 -0.9167
*
```

Properties
lowest unoccupied orbital energy = 0.70 eV
energy above the lowest of the compared OMol25 structures with the same formula, charge and spin = 63.1 kcal per mole
SMILES = C=C1C=C[C@@H]2N[C@H]1[C@H]2O
molecular weight = 123.15 Da
gap between HOMO and LUMO = 9.3 eV

These are the natural (NBO) partial charges, in e, on atoms 1 to 5: -0.395, -0.013, -0.222, -0.170, -0.136

ORCA calculation (wB97M-V/def2-TZVPD) on one molecule with the formula C7H9NO2 at a distorted geometry.

```
! wB97M-V def2-TZVPD RIJCOSX def2/J DEFGRID3
* xyz 0 1
C 0.3072 2.5294 0.4586
C 0.4588 1.0332 0.2657
C 0.5778 0.6452 -0.9692
C 0.7596 -0.7897 -1.5589
C -0.0762 -1.8027 -1.4268
N -1.3532 -1.6834 -0.8761
C -1.7577 -1.2245 0.2268
O -1.1158 -1.0419 1.4156
C 0.2732 -0.9129 1.5433
O 0.6547 0.3614 1.4355
H 0.3440 2.7790 1.5671
H -0.7182 2.8760 0.0227
H 1.0459 2.9986 -0.2045
H 0.3510 1.4617 -1.5977
H 1.6417 -0.6889 -2.2531
H 0.1207 -2.6796 -1.9130
H -2.7348 -0.8926 0.3510
H 0.4873 -1.2704 2.6281
H 0.7339 -1.6979 0.8848
*
```

Properties
lowest unoccupied orbital energy = 0.92 eV
energy above the lowest of the compared OMol25 structures with the same formula, charge and spin = 87.4 kcal per mole
SMILES = C/C1=C/C=C\N=C/OCO1
molecular weight = 139.15 Da
gap between HOMO and LUMO = 9.4 eV

These are the natural (NBO) partial charges, in e, on atoms 1 to 5: -0.661, 0.311, -0.320, -0.274, -0.036

ORCA calculation (wB97M-V/def2-TZVPD) on one molecule with the formula C7H9NO2 at a distorted geometry.

```
! wB97M-V def2-TZVPD RIJCOSX def2/J DEFGRID3
* xyz 0 1
C 0.0936 -2.5279 0.5336
C 0.8347 -1.5616 0.9643
C -0.4147 -1.3400 -1.2389
C 0.6583 0.7576 -0.4695
C -0.6278 0.1774 -1.1300
C 0.6302 0.7404 1.0317
C -0.6187 1.0498 1.7522
N 1.1964 -0.4694 1.4534
O -0.4037 -2.0755 -2.1719
O -0.8142 0.8709 -2.4228
H 0.3891 -3.4181 0.0245
H 1.5233 0.2664 -0.8678
H 0.6471 1.8588 -0.8573
H -1.4959 0.5169 -0.5400
H 1.4012 1.4768 1.2699
H -1.0991 0.1170 1.5763
H -0.9442 2.0711 1.4419
H -0.5994 1.0896 2.7899
H -0.3561 0.3997 -3.1396
*
```

Properties
lowest unoccupied orbital energy (alpha / beta) = -0.50 / -0.50 eV
energy above the lowest of the compared OMol25 structures with the same formula, charge and spin = 144.6 kcal per mole
molecular weight = 139.15 Da
gap between HOMO and LUMO (alpha / beta) = 7.6 / 7.6 eV

These are the natural (NBO) partial charges, in e, on atoms 1 to 5: -0.547, 0.412, 0.708, -0.407, -0.058

Copy entry 3 word for word.
ORCA calculation (wB97M-V/def2-TZVPD) on one molecule with the formula C7H9NO at a distorted geometry.

```
! wB97M-V def2-TZVPD RIJCOSX def2/J DEFGRID3
* xyz 0 1
C -0.0775 2.2880 -0.1903
C -1.6556 -0.5199 0.5674
C -0.5345 -1.2524 0.8043
C 0.1208 0.8428 -0.5050
C 0.7417 -0.0718 0.8750
C -0.2867 -2.5523 0.5957
C 0.1300 0.3060 -1.7190
N 1.9792 -0.4855 0.8526
O -2.6341 0.0885 0.6463
H 2.1352 -1.2026 0.1437
H 0.5176 0.6024 1.7052
H 0.8185 2.6920 0.2869
H -0.9028 2.4277 0.5133
H -0.3023 2.8640 -1.0902
H -0.9921 -3.2223 0.1246
H 0.6832 -2.9471 0.8653
H 0.2733 -0.7609 -1.8635
H -0.0139 0.9035 -2.6121
*
```

Properties
lowest unoccupied orbital energy (alpha / beta) = -1.12 / -1.13 eV
energy above the lowest of the compared OMol25 structures with the same formula, charge and spin = 141.6 kcal per mole
molecular weight = 123.15 Da
gap between HOMO and LUMO (alpha / beta) = 6.2 / 6.2 eV

These are the natural (NBO) partial charges, in e, on atoms 1 to 5: -0.669, 0.847, -0.325, -0.023, 0.042

Among the records above, which one has the lowest energy above the lowest of the compared OMol25 structures with the same formula, charge and spin? C7H9N2S